ORCA calculation (the ωB97M-V functional and the def2-TZVPD basis) on a gas-phase ion, C3H11N4 (charge +1) at a distorted geometry.

Geometry as ORCA input:
```
! RIJCOSX wB97M-V def2-TZVPD def2/J DEFGRID3
* xyz 1 3
C -1.63 0.04 -0.09
C 1.65 1.28 -0.63
C 1.38 -0.72 0.65
N -1.15 -1.15 -0.11
N -2.99 0.41 -0.01
N 0.37 -1.43 -0.19
N 1.16 0.66 0.58
H -0.81 0.68 0.19
H 1.07 2.27 -0.67
H 2.71 1.45 -0.66
H 1.35 0.69 -1.46
H 1.30 -1.07 1.67
H 2.32 -1.06 0.12
H -3.13 1.37 -0.08
H -3.81 -0.20 -0.27
H 0.32 -2.40 -0.03
H -1.56 -2.04 -0.38
H 1.46 1.20 1.38
*
```

Values from the calculation:
E_HOMO (spin up / spin down): -9.7 / -13.5 eV
Frontier orbital gap (spin up / spin down): 6.75 / 5.89 eV
M: 103.15 g mol⁻¹

Results of the Mulliken charge analysis, in e, for atoms 1 through 5: number 1, C, carries -0.217; number 2, C, carries -0.988; number 3, C, carries -0.323; number 4, N, carries -0.086; number 5, N, carries -0.317

ORCA calculation (the ωB97M-V functional and the def2-TZVPD basis) on 2 unconnected molecules or ions with the total composition C3H11N4O.

Geometry as ORCA input:
```
! RIJCOSX wB97M-V def2-TZVPD def2/J DEFGRID3
* xyz 1 1
N -0.45 -2.56 0.95
C -0.80 -2.57 -0.40
N -1.63 -1.48 -0.72
O -0.40 -3.37 -1.20
H -1.19 -2.27 1.56
H -0.03 -3.43 1.24
H -1.23 -0.62 -0.38
H -1.83 -1.43 -1.71
C 0.58 1.16 1.68
N 0.60 1.96 0.45
C 0.78 1.45 -0.73
N 0.78 2.13 -1.85
H -0.18 1.56 2.34
H 1.55 1.22 2.18
H 0.34 0.12 1.44
H 0.54 2.96 0.54
H 0.94 0.37 -0.79
H 0.56 3.11 -1.90
H 1.08 1.68 -2.71
*
```

Values from the calculation:
E_HOMO: -13.0 eV
Frontier orbital gap: 9.21 eV
M: 119.15 g mol⁻¹

Results of the Mulliken charge analysis, in e, for atoms 1 through 5: number 1, N, carries -0.436; number 2, C, carries 0.536; number 3, N, carries -0.489; number 4, O, carries -0.546; number 5, H, carries 0.261

ORCA calculation (the ωB97M-V functional and the def2-TZVPD basis) on a gas-phase ion, C3H11N4O4S2 (charge +1) at a distorted geometry.

Geometry as ORCA input:
```
! RIJCOSX wB97M-V def2-TZVPD def2/J DEFGRID3
* xyz 1 1
C -2.65 -1.59 1.44
S -1.95 -1.33 -0.21
O -2.92 -1.12 -1.24
O -0.87 -2.23 -0.48
N -1.09 0.27 -0.01
N -0.26 0.43 -1.13
C 0.90 -0.22 -1.15
N 1.69 -0.14 -2.24
N 1.38 -0.76 0.01
S -2.38 1.46 0.14
C -1.25 2.85 0.74
O -3.15 0.96 1.20
O -2.95 1.70 -1.15
H -2.97 -2.63 1.54
H -1.96 -1.46 2.26
H -3.59 -1.05 1.36
H -0.70 0.85 -1.94
H 2.54 -0.78 -2.36
H 1.26 0.21 -3.13
H 2.38 -1.07 0.00
H 0.91 -0.87 0.92
H -0.96 2.69 1.75
H -0.57 2.80 -0.04
H -1.95 3.61 0.63
*
```

Values from the calculation:
E_HOMO: -14.2 eV
Frontier orbital gap: 11.13 eV
SMILES string: CS(=O)(=O)N([NH+]=C(N)N)S(C)(=O)=O
M: 231.28 g mol⁻¹

Results of the Mulliken charge analysis, in e, for atoms 1 through 5: number 1, C, carries -0.962; number 2, S, carries 1.200; number 3, O, carries -0.566; number 4, O, carries -0.635; number 5, N, carries -0.230

ORCA calculation (the ωB97M-V functional and the def2-TZVPD basis) on a gas-phase ion, C3H11N4S2 (charge +1) at a distorted geometry.

Geometry as ORCA input:
```
! RIJCOSX wB97M-V def2-TZVPD def2/J DEFGRID3
* xyz 1 1
H -1.96 -2.06 0.99
N -1.06 -2.26 0.66
C -0.32 -1.28 0.39
N 1.02 -1.87 -0.10
N -0.39 0.10 0.30
C -1.52 0.76 0.88
S -3.01 0.83 -0.18
N 0.63 0.89 -0.26
C 1.05 0.94 -1.70
S 2.23 0.87 0.71
H 0.86 -2.81 -0.38
H 1.41 -1.32 -0.77
H 1.61 -2.03 0.85
H -1.09 1.65 1.27
H -1.66 0.35 1.89
H -3.26 2.15 -0.13
H 0.10 0.67 -2.22
H 1.25 1.94 -1.80
H 1.90 0.40 -1.82
H 2.22 2.10 1.40
*
```

Values from the calculation:
E_HOMO: -12.9 eV
Frontier orbital gap: 9.47 eV
SMILES string: [H]/N=C(/[NH3+])N(CS)N(C)S
M: 167.28 g mol⁻¹

Results of the Mulliken charge analysis, in e, for atoms 1 through 5: number 1, H, carries 0.276; number 2, N, carries -0.598; number 3, C, carries 0.381; number 4, N, carries -0.165; number 5, N, carries 0.578

ORCA calculation (the ωB97M-V functional and the def2-TZVPD basis) on a gas-phase ion, C3H11N6 (charge +1) at a distorted geometry.

Geometry as ORCA input:
```
! RIJCOSX wB97M-V def2-TZVPD def2/J DEFGRID3
* xyz 1 1
N -1.16 1.88 1.73
N -2.17 0.96 1.37
N -1.99 0.02 0.45
C -0.94 -0.53 0.03
N -1.06 -1.47 -1.00
C 0.51 -0.25 0.44
C 1.49 -0.32 -0.68
N 1.15 0.11 -1.87
N 2.70 -0.80 -0.45
H -1.26 2.78 1.25
H -1.20 2.04 2.73
H -3.12 1.32 1.31
H -0.55 -2.33 -0.83
H -2.03 -1.68 -1.19
H 0.50 0.75 0.89
H 0.80 -0.95 1.23
H 1.79 0.08 -2.66
H 0.19 0.37 -2.05
H 2.96 -1.10 0.48
H 3.40 -0.86 -1.17
*
```

Values from the calculation:
E_HOMO: -11.4 eV
Frontier orbital gap: 8.43 eV
SMILES string: NN/N=C(/N)CC(N)=[NH2+]
M: 131.16 g mol⁻¹

Results of the Mulliken charge analysis, in e, for atoms 1 through 5: number 1, N, carries -0.532; number 2, N, carries -0.252; number 3, N, carries -0.345; number 4, C, carries 0.226; number 5, N, carries -0.453

ORCA calculation (the ωB97M-V functional and the def2-TZVPD basis) on 2 unconnected molecules or ions with the total composition C3H11NO at a distorted geometry.

Geometry as ORCA input:
```
! RIJCOSX wB97M-V def2-TZVPD def2/J DEFGRID3
* xyz 0 1
C 0.15 1.28 -1.88
C 0.04 0.79 -0.43
C 1.40 0.47 0.16
O -0.81 -0.36 -0.47
H -0.84 1.52 -2.27
H 0.59 0.49 -2.53
H 0.79 2.21 -1.96
H -0.46 1.57 0.17
H 2.06 1.34 0.10
H 1.87 -0.35 -0.39
H 1.33 0.18 1.22
H -0.84 -0.75 0.41
N -0.77 -1.79 2.10
H -1.43 -1.47 2.78
H 0.13 -1.75 2.48
H -0.96 -2.81 1.95
*
```

Values from the calculation:
E_HOMO: -9.6 eV
Frontier orbital gap: 10.45 eV
SMILES string: CC(C)O.N
M: 77.13 g mol⁻¹

Results of the Mulliken charge analysis, in e, for atoms 1 through 5: number 1, C, carries -1.277; number 2, C, carries 0.584; number 3, C, carries -1.167; number 4, O, carries -0.548; number 5, H, carries 0.312

These records have total energy values of -339.45081 -414.96930 -1436.94588 -1135.92061 -449.17946 -250.89215 a.u., in the order they appear.
These records have energy relative to the best compared isomer or geometry (same formula, charge and spin) values of 2.220 1.114 0.000 0.256 0.000 0.122 eV, in the order they appear.